# C10H38O10

A cluster of 9 separate species, C10H38O10 in total in a non-equilibrium geometry (the ωB97M-V functional and the def2-TZVPD basis, the Open Molecules 2025 dataset).

## Properties
**SMILES**: OCCO.CO.CO.CO.CO.CO.CO.CO.CO
**ΔE to the lowest compared entry with this formula, charge and spin**: 13.6 kcal/mol
**Frontier orbital gap**: 9.863 eV
**HOMO**: -9.4 eV

Last column: Mulliken charge in e.
Element x y z (Å)
O (-2.875, -3.413, 2.102)  -0.65
C (-1.937, -2.380, 2.452)  -0.52
C (-2.436, -1.015, 2.010)  0.35
O (-3.720, -0.705, 2.569)  -0.60
H (-2.930, -3.425, 1.106)  0.64
H (-1.876, -2.303, 3.571)  0.37
H (-0.907, -2.521, 2.114)  0.02
H (-2.580, -0.936, 0.878)  -0.03
H (-1.807, -0.159, 2.328)  0.13
H (-4.247, -1.518, 2.631)  0.35
C (-0.261, 1.173, -2.922)  -0.38
O (0.857, 1.624, -2.183)  -0.50
H (-0.003, 0.758, -3.918)  0.24
H (-0.711, 0.331, -2.337)  0.08
H (-0.945, 2.050, -2.925)  0.20
H (1.102, 1.005, -1.460)  0.32
C (-3.093, 2.679, 0.817)  -0.69
O (-1.678, 2.601, 0.681)  -0.43
H (-3.500, 3.641, 0.983)  0.36
H (-3.495, 2.119, -0.048)  0.25
H (-3.320, 2.171, 1.758)  0.20
H (-1.483, 3.245, -0.027)  0.35
C (0.379, 5.377, -0.123)  -0.64
O (-0.354, 4.276, -0.758)  -0.51
H (0.201, 6.374, -0.577)  0.26
H (0.090, 5.384, 0.941)  0.27
H (1.449, 5.176, -0.115)  0.28
H (0.121, 4.055, -1.563)  0.25
C (0.635, -3.277, -0.140)  -0.60
O (-0.096, -2.321, -0.945)  -0.57
H (-0.042, -3.670, 0.630)  0.20
H (1.018, -4.104, -0.758)  0.29
H (1.424, -2.770, 0.410)  0.24
H (-0.096, -1.492, -0.390)  0.39
C (-4.116, -3.969, -1.051)  -0.72
O (-3.045, -3.247, -0.369)  -0.49
H (-4.747, -4.343, -0.270)  0.31
H (-4.618, -3.312, -1.749)  0.26
H (-3.701, -4.839, -1.592)  0.29
H (-2.346, -3.105, -1.038)  0.27
C (4.590, -0.117, -3.622)  -0.41
O (5.595, 0.106, -4.531)  -0.52
H (3.869, 0.710, -3.459)  0.17
H (3.990, -0.972, -3.877)  0.23
H (5.059, -0.427, -2.673)  0.21
H (5.761, 1.060, -4.505)  0.32
C (0.937, 0.486, 1.378)  -0.80
O (-0.015, 0.112, 0.326)  0.14
H (1.887, 0.565, 0.877)  0.14
H (0.642, 1.510, 1.746)  0.34
H (0.904, -0.138, 2.262)  0.29
H (-0.758, 0.743, 0.490)  0.03
C (4.621, 0.164, 2.126)  -0.63
O (3.773, 0.031, 3.261)  -0.50
H (5.655, 0.070, 2.391)  0.38
H (4.470, -0.626, 1.417)  0.21
H (4.447, 1.117, 1.640)  0.26
H (4.262, 0.391, 4.032)  0.31


# C10H39NO12

A cluster of 9 separate species, C10H39NO12 in total in a non-equilibrium geometry (the ωB97M-V functional and the def2-TZVPD basis, the Open Molecules 2025 dataset).

## Properties
**Frontier orbital gap (spin up / spin down)**: 2.735 / 9.578 eV
**Net charge**: -1
**HOMO (spin up / spin down)**: -0.2 / -7.1 eV
**2S+1**: 2

Last column: Löwdin spin population.
Element x y z (Å)
C (-9.508, -32.859, 8.123)  0.00
C (-8.523, -31.736, 8.479)  0.00
C (-8.542, -31.339, 9.924)  0.00
O (-9.851, -30.924, 10.248)  0.00
C (-10.456, -31.475, 11.522)  0.00
N (-7.193, -32.224, 8.113)  0.00
H (-9.608, -33.679, 8.834)  0.00
H (-9.605, -33.252, 7.111)  0.00
H (-10.485, -32.376, 8.138)  0.00
H (-8.788, -30.856, 7.893)  0.00
H (-7.843, -30.533, 10.147)  0.00
H (-8.234, -32.209, 10.505)  0.00
H (-11.476, -31.091, 11.527)  0.00
H (-9.868, -31.078, 12.349)  0.00
H (-10.475, -32.565, 11.513)  0.00
H (-6.975, -31.856, 7.198)  0.00
H (-7.078, -33.217, 7.974)  0.00
C (-4.024, -34.256, 10.006)  0.01
C (-4.864, -33.199, 10.657)  0.01
O (-6.212, -33.485, 10.517)  0.00
O (-3.996, -33.976, 8.586)  0.04
H (-4.546, -35.176, 10.270)  0.00
H (-2.970, -34.305, 10.281)  0.00
H (-4.723, -32.151, 10.392)  0.00
H (-4.572, -33.229, 11.707)  0.00
H (-6.404, -33.263, 9.603)  0.00
H (-4.798, -34.335, 8.198)  0.00
C (-4.162, -27.417, 12.153)  0.01
C (-5.434, -28.225, 12.388)  0.00
O (-5.359, -28.891, 13.649)  0.00
O (-4.394, -26.095, 12.021)  0.01
H (-3.586, -27.655, 11.259)  0.01
H (-3.534, -27.700, 12.998)  0.00
H (-5.605, -29.070, 11.721)  0.00
H (-6.398, -27.719, 12.337)  0.00
H (-5.220, -28.183, 14.282)  0.00
H (-3.559, -25.639, 12.155)  0.00
C (-5.522, -29.219, 4.477)  0.02
C (-6.413, -30.330, 5.093)  0.01
O (-5.909, -30.375, 6.461)  0.03
O (-5.683, -27.953, 5.053)  0.01
H (-5.550, -29.248, 3.388)  0.00
H (-4.533, -29.677, 4.478)  0.01
H (-6.232, -31.318, 4.670)  0.01
H (-7.489, -30.164, 5.038)  0.00
H (-5.007, -30.697, 6.395)  0.02
H (-5.642, -28.001, 6.011)  0.01
O (-4.655, -26.228, 8.180)  0.03
H (-5.094, -27.032, 8.458)  0.01
H (-5.327, -25.739, 7.706)  0.00
O (-4.786, -29.669, 9.478)  0.03
H (-5.406, -30.239, 9.022)  0.01
H (-4.003, -29.677, 8.928)  0.02
O (-1.851, -29.826, 9.853)  0.15
H (-1.736, -30.468, 9.153)  0.06
H (-1.665, -28.983, 9.440)  0.05
O (-2.845, -30.861, 12.074)  0.02
H (-2.418, -30.514, 11.291)  0.01
H (-3.719, -31.116, 11.778)  0.00
O (-3.092, -29.157, 6.990)  0.21
H (-2.438, -29.854, 6.937)  0.10
H (-2.588, -28.370, 7.195)  0.06


# C10H3CaCl2F9O5S2

A structure of composition C10H3CaCl2F9O5S2 in a non-equilibrium geometry (the ωB97M-V functional and the def2-TZVPD basis, the Open Molecules 2025 dataset).

## Properties
**Frontier orbital gap**: 6.592 eV
**Net charge**: -2
**HOMO**: -1.9 eV

Last column: Mulliken charge in e.
Element x y z (Å)
Ca (-0.538, 0.885, -0.341)  1.04
Cl (0.174, 0.233, 2.356)  -0.18
C (-0.839, -1.140, 2.656)  0.93
C (-1.269, -1.334, 3.956)  -0.81
C (-2.087, -2.403, 4.281)  -0.27
C (-2.477, -3.278, 3.278)  -0.68
C (-2.031, -3.082, 1.985)  0.28
Cl (-2.552, -4.229, 0.793)  -0.25
C (-1.181, -2.012, 1.593)  -0.05
S (-0.592, -1.853, -0.017)  -0.50
H (-0.954, -0.631, 4.716)  0.35
H (-2.421, -2.551, 5.300)  0.32
H (-3.133, -4.111, 3.490)  0.35
F (0.346, -0.542, -2.898)  -0.21
C (1.667, -0.317, -2.852)  0.73
F (2.088, -0.161, -4.136)  -0.30
F (2.252, -1.427, -2.377)  -0.27
C (1.980, 0.901, -1.918)  0.71
O (1.441, 0.741, -0.723)  -0.88
C (1.516, 2.210, -2.661)  0.66
F (0.281, 2.077, -3.158)  -0.20
F (2.336, 2.529, -3.713)  -0.31
F (1.516, 3.250, -1.836)  -0.24
C (3.554, 1.003, -1.780)  0.44
F (3.917, 2.215, -1.313)  -0.28
F (4.265, 0.798, -2.919)  -0.28
F (3.991, 0.096, -0.895)  -0.25
O (-3.323, 3.500, -0.201)  -0.73
S (-2.302, 2.471, -0.166)  1.09
O (-2.456, 1.497, 0.951)  -0.59
O (-0.913, 3.026, -0.031)  -0.76
O (-2.257, 1.638, -1.418)  -0.82


# C10H40FeO18S2

A structure of composition C10H40FeO18S2 in a non-equilibrium geometry (the ωB97M-V functional and the def2-TZVPD basis, the Open Molecules 2025 dataset).

## Properties
**ΔE to the lowest compared entry with this formula, charge and spin**: 112.7 kcal/mol
**Frontier orbital gap (spin up / spin down)**: 8.739 / 6.285 eV
**Net charge**: -1
**HOMO (spin up / spin down)**: -6.4 / -6.1 eV
**2S+1**: 6

Last column: Löwdin spin population.
Element x y z (Å)
Fe (0.151, -0.013, 2.503)  3.64
S (-0.078, 0.377, -0.134)  0.02
O (0.831, 1.135, -0.992)  0.01
O (-1.236, -0.184, -0.801)  0.01
O (0.623, -0.554, 0.743)  0.06
O (-0.542, 0.982, 1.079)  0.08
S (1.303, -2.315, 4.553)  0.00
O (1.667, -1.638, 5.757)  0.47
O (2.207, -3.357, 4.138)  0.03
O (0.120, -2.744, 5.241)  0.50
O (0.956, -1.431, 3.442)  0.07
C (-1.714, 1.033, -3.709)  0.00
O (-2.614, 0.304, -2.912)  0.00
H (-1.261, 1.811, -3.095)  0.00
H (-0.948, 0.370, -4.110)  0.00
H (-2.240, 1.533, -4.522)  0.00
H (-2.180, 0.154, -2.069)  0.00
C (-2.333, -3.083, -2.091)  0.00
O (-1.056, -2.760, -1.603)  0.00
H (-3.051, -2.664, -1.386)  0.00
H (-2.420, -2.719, -3.115)  0.00
H (-2.429, -4.166, -2.166)  0.00
H (-1.082, -1.809, -1.469)  0.00
C (2.330, -3.519, 0.776)  0.00
O (3.234, -3.746, 1.822)  0.00
H (2.856, -3.996, -0.051)  0.00
H (1.352, -3.962, 0.966)  0.00
H (2.217, -2.448, 0.608)  0.00
H (2.800, -3.546, 2.655)  0.00
C (-1.649, -2.511, 2.113)  0.00
O (-1.609, -1.128, 2.458)  0.03
H (-0.645, -2.788, 1.793)  0.00
H (-2.005, -3.154, 2.918)  0.00
H (-2.229, -2.740, 1.219)  0.00
H (-2.549, -0.931, 2.483)  0.00
C (2.532, 1.459, 3.737)  0.01
O (1.978, 0.863, 2.621)  0.03
H (3.605, 1.276, 3.781)  0.00
H (2.370, 2.536, 3.766)  0.00
H (2.026, 1.134, 4.646)  0.00
H (2.482, 1.237, 1.894)  0.00
C (2.110, -1.210, -2.570)  0.00
O (2.303, 0.088, -3.167)  0.00
H (2.505, -1.988, -3.223)  0.00
H (2.690, -1.092, -1.655)  0.00
H (1.069, -1.452, -2.354)  0.00
H (1.880, 0.742, -2.606)  0.00
C (4.030, 2.106, -0.633)  0.00
O (3.057, 1.587, 0.216)  0.00
H (4.435, 1.293, -1.236)  0.00
H (3.572, 2.926, -1.185)  0.00
H (4.824, 2.464, 0.022)  0.00
H (2.295, 1.390, -0.333)  0.00
C (-4.575, -0.410, 0.074)  0.00
O (-3.488, 0.484, 0.479)  0.00
H (-5.446, -0.333, 0.724)  0.00
H (-4.866, -0.260, -0.965)  0.00
H (-4.233, -1.444, 0.122)  0.00
H (-2.673, 0.259, 0.025)  0.00
C (1.084, 3.823, -2.914)  0.00
O (0.621, 3.827, -1.579)  0.00
H (0.242, 3.452, -3.499)  0.00
H (1.246, 4.801, -3.366)  0.00
H (1.993, 3.239, -3.060)  0.00
H (0.511, 2.925, -1.270)  0.00
C (-2.585, 3.629, -0.075)  0.00
O (-3.804, 3.351, 0.479)  0.00
H (-2.558, 3.247, -1.095)  0.00
H (-2.380, 4.699, -0.091)  0.00
H (-1.846, 3.150, 0.568)  0.00
H (-3.783, 2.413, 0.681)  0.00


| no. | electronic energy (hartree) |
| --- | --- |
| 1 | -1156.01755 |
| 2 | -1361.88568 |
| 3 | -4052.52247 |
| 4 | -3819.30121 |